Arrangement i

14
Properties=species:S:1:pos:R:3 method="wB97M-V/def2-TZVPD" gap_ev="6.7 / 8.2" e_lumo_ev="1.12 / -1.38" total_charge=0 e_homo_ev="-5.546 / -9.535" multiplicity=3
C -1.78 1.04 -0.81
C 0.16 -1.24 0.87
N 2.94 -0.16 0.86
N -0.77 -0.87 -0.05
N 1.92 0.06 0.24
O 1.44 0.84 -0.57
O -1.77 0.05 0.24
H -0.78 1.46 -1.13
H -2.41 1.90 -0.50
H -2.12 0.58 -1.72
H 0.55 -2.17 0.94
H -0.20 -0.76 1.73
H 3.79 0.56 0.87
H -0.97 -1.28 -0.97

---

Arrangement ii

14
Properties=species:S:1:pos:R:3 method="wB97M-V/def2-TZVPD" gap_ev="7.3 / 10.6" e_lumo_ev="0.64 / 0.62" total_charge=0 e_homo_ev="-6.689 / -9.981" multiplicity=3
C 0.11 -1.04 1.03
C 0.38 0.40 -0.95
N -3.23 0.01 -0.18
N -0.30 0.12 0.29
N -1.23 0.85 0.84
O -1.33 2.11 0.25
O -2.83 -1.02 -0.63
H 1.12 -0.89 1.44
H -0.58 -1.19 1.86
H 0.12 -1.92 0.38
H -0.06 1.29 -1.40
H 1.44 0.57 -0.77
H 0.26 -0.45 -1.63
H -2.12 2.48 0.66

---

Most stable: arrangement ii

---

Arrangement i

169
Properties=species:S:1:pos:R:3 method="wB97M-V/def2-TZVPD" gap_ev=10.2 e_lumo_ev=-0.06 total_charge=0 e_homo_ev=-10.255
C -8.94 0.75 23.69
C -10.03 0.46 24.68
C -9.62 -0.41 25.84
O -10.33 0.10 26.92
C -10.70 1.33 26.56
O -11.16 2.13 27.38
O -10.53 1.60 25.29
H -8.47 -0.16 23.35
H -8.10 1.21 24.21
H -9.28 1.37 22.86
H -10.87 -0.02 24.18
H -8.54 -0.43 25.91
H -9.95 -1.43 25.64
C -19.85 -3.63 11.54
C -19.06 -4.33 12.66
C -19.22 -5.81 12.76
O -17.94 -6.26 13.08
C -17.04 -5.31 12.83
O -15.86 -5.59 12.85
O -17.67 -4.18 12.52
H -20.92 -3.81 11.66
H -19.64 -3.82 10.49
H -19.83 -2.55 11.70
H -19.38 -3.95 13.62
H -19.60 -6.20 11.82
H -19.94 -5.97 13.56
C -17.40 -12.63 19.30
C -18.65 -11.98 18.78
C -19.80 -12.31 19.78
O -20.18 -11.00 20.13
C -19.51 -10.05 19.39
O -19.73 -8.88 19.35
O -18.44 -10.59 18.87
H -17.52 -13.71 19.37
H -17.09 -12.17 20.24
H -16.64 -12.45 18.54
H -18.86 -12.19 17.74
H -19.72 -12.89 20.70
H -20.60 -12.74 19.17
C -9.39 -10.89 15.26
C -8.29 -9.88 14.83
C -6.84 -10.30 15.06
O -6.36 -10.33 13.70
C -7.33 -10.12 12.80
O -7.28 -10.54 11.66
O -8.44 -9.71 13.42
H -9.48 -10.90 16.34
H -9.09 -11.92 15.08
H -10.36 -10.73 14.78
H -8.43 -8.92 15.33
H -6.71 -11.26 15.56
H -6.33 -9.50 15.60
C -12.92 -4.81 31.86
C -12.30 -4.40 33.22
C -10.75 -4.20 33.17
O -10.65 -2.97 33.85
C -11.84 -2.36 34.00
O -12.01 -1.22 34.40
O -12.82 -3.11 33.51
H -12.34 -5.56 31.32
H -13.04 -3.93 31.23
H -13.91 -5.18 32.11
H -12.63 -5.16 33.94
H -10.47 -4.27 32.12
H -10.35 -5.03 33.76
C -5.62 -9.41 27.95
C -5.53 -8.83 29.37
C -4.29 -9.12 30.18
O -3.80 -7.84 30.55
C -4.47 -6.92 29.84
O -4.24 -5.69 29.95
O -5.46 -7.44 29.11
H -4.77 -9.10 27.34
H -6.54 -9.18 27.41
H -5.39 -10.48 27.90
H -6.44 -9.08 29.92
H -3.54 -9.63 29.57
H -4.52 -9.69 31.08
C -13.44 -4.72 20.27
C -12.79 -6.13 20.34
C -11.39 -6.21 20.72
O -11.30 -7.05 21.86
C -12.52 -7.27 22.30
O -12.84 -7.81 23.40
O -13.41 -6.72 21.42
H -12.98 -4.11 19.49
H -13.43 -4.32 21.29
H -14.49 -4.83 19.98
H -12.94 -6.70 19.43
H -10.95 -5.24 20.95
H -10.79 -6.76 19.99
C -15.23 3.01 14.38
C -14.89 4.38 14.91
C -15.75 4.95 15.98
O -14.84 5.36 16.96
C -13.63 4.89 16.69
O -12.68 4.89 17.45
O -13.63 4.30 15.49
H -14.51 2.64 13.65
H -16.24 2.99 13.97
H -15.14 2.21 15.12
H -14.74 5.03 14.05
H -16.32 4.09 16.31
H -16.35 5.75 15.56
C -8.79 -15.14 21.83
C -8.59 -16.15 20.70
C -8.12 -17.51 21.10
O -8.88 -18.38 20.22
C -9.99 -17.75 19.88
O -10.89 -18.27 19.25
O -9.91 -16.47 20.32
H -7.90 -14.93 22.41
H -9.47 -15.46 22.62
H -9.05 -14.18 21.38
H -8.04 -15.88 19.80
H -8.25 -17.75 22.15
H -7.06 -17.56 20.87
C -19.74 -7.72 27.05
C -19.47 -6.89 25.85
C -20.58 -5.92 25.39
O -19.90 -4.75 25.26
C -18.67 -4.84 25.76
O -17.86 -3.93 25.86
O -18.41 -5.96 26.12
H -20.47 -8.51 26.86
H -20.04 -7.05 27.85
H -18.81 -8.11 27.48
H -19.18 -7.51 25.00
H -21.40 -5.94 26.11
H -21.15 -6.27 24.54
C -8.35 -2.54 11.48
C -7.90 -1.66 12.70
C -9.00 -1.09 13.61
O -8.60 -1.49 14.85
C -7.56 -2.32 14.84
O -7.07 -2.90 15.81
O -7.28 -2.59 13.56
H -7.65 -3.35 11.29
H -8.63 -2.00 10.58
H -9.29 -3.02 11.74
H -7.19 -0.87 12.44
H -9.95 -1.54 13.32
H -9.12 -0.01 13.61
C -11.32 -12.19 31.73
C -11.30 -12.07 33.20
C -10.63 -13.27 33.86
O -9.63 -12.63 34.71
C -9.62 -11.30 34.54
O -9.04 -10.48 35.23
O -10.43 -10.99 33.51
H -10.34 -12.56 31.41
H -11.60 -11.24 31.29
H -12.14 -12.87 31.50
H -12.29 -11.83 33.59
H -10.04 -13.89 33.18
H -11.34 -13.86 34.43
C -22.72 -0.67 18.72
C -24.08 -1.29 18.46
C -25.31 -0.36 18.28
O -25.90 -0.92 17.14
C -25.06 -1.81 16.54
O -25.44 -2.47 15.55
O -23.90 -1.95 17.19
H -22.67 -0.28 19.73
H -22.33 0.10 18.05
H -21.92 -1.41 18.78
H -24.31 -2.07 19.19
H -25.14 0.69 18.06
H -25.98 -0.66 19.08

---

Arrangement ii

169
Properties=species:S:1:pos:R:3 method="wB97M-V/def2-TZVPD" gap_ev=9.8 e_lumo_ev=-0.29 total_charge=0 e_homo_ev=-10.044
C -3.12 -3.47 -0.39
C -2.60 -2.81 0.90
C -3.70 -2.11 1.65
O -3.37 -2.21 3.04
C -2.75 -3.39 3.16
O -2.36 -3.94 4.14
O -2.29 -3.79 1.91
H -4.01 -4.07 -0.24
H -2.29 -4.00 -0.86
H -3.53 -2.71 -1.07
H -1.69 -2.23 0.75
H -4.72 -2.42 1.44
H -3.73 -1.03 1.52
C 1.14 -0.35 -0.87
C -0.03 0.62 -0.68
C -1.42 0.15 -1.10
O -2.16 0.58 0.03
C -1.44 0.74 1.15
O -1.81 0.74 2.29
O -0.16 0.86 0.73
H 1.37 -0.58 -1.91
H 1.02 -1.35 -0.45
H 2.05 0.07 -0.45
H 0.31 1.50 -1.22
H -1.50 -0.93 -1.26
H -1.82 0.75 -1.91
C -3.11 7.55 -3.80
C -2.56 6.17 -4.21
C -1.09 5.91 -3.73
O -1.25 4.74 -2.94
C -2.48 4.25 -3.02
O -2.83 3.18 -2.65
O -3.32 5.20 -3.52
H -3.72 7.99 -4.58
H -2.25 8.17 -3.55
H -3.65 7.54 -2.85
H -2.48 6.14 -5.30
H -0.74 6.77 -3.16
H -0.44 5.84 -4.60
C 1.35 -1.42 2.81
C 2.17 -2.37 3.68
C 1.74 -2.50 5.13
O 1.92 -3.92 5.28
C 2.16 -4.54 4.11
O 2.11 -5.73 4.01
O 2.16 -3.67 3.08
H 1.35 -0.44 3.29
H 0.32 -1.80 2.80
H 1.72 -1.44 1.79
H 3.21 -2.06 3.68
H 0.73 -2.10 5.24
H 2.41 -1.83 5.66
C 4.45 -1.99 1.26
C 5.79 -2.61 0.88
C 6.84 -1.71 0.26
O 8.06 -2.16 0.83
C 7.78 -2.74 2.02
O 8.59 -3.05 2.83
O 6.43 -3.06 2.07
H 3.64 -2.68 1.03
H 4.24 -1.17 0.56
H 4.40 -1.59 2.26
H 5.55 -3.42 0.19
H 6.60 -0.65 0.37
H 6.72 -1.91 -0.81
C 1.17 -5.02 0.08
C 1.57 -5.94 -1.08
C 0.52 -6.05 -2.25
O 1.24 -5.48 -3.35
C 2.36 -4.89 -2.95
O 3.12 -4.27 -3.65
O 2.55 -5.07 -1.68
H 0.91 -3.97 -0.05
H 1.90 -5.21 0.87
H 0.25 -5.37 0.58
H 1.97 -6.87 -0.68
H -0.45 -5.61 -2.02
H 0.43 -7.09 -2.57
C -4.77 -0.67 7.56
C -4.08 -0.81 6.22
C -4.08 0.49 5.39
O -2.73 0.72 5.06
C -1.92 -0.20 5.72
O -0.75 -0.22 5.64
O -2.69 -1.06 6.41
H -4.79 -1.66 8.02
H -5.79 -0.30 7.41
H -4.15 -0.03 8.19
H -4.45 -1.66 5.66
H -4.24 1.32 6.09
H -4.88 0.40 4.66
C 4.43 1.08 -6.55
C 5.22 1.21 -5.26
C 5.28 2.69 -4.82
O 4.82 2.62 -3.49
C 4.42 1.35 -3.13
O 4.02 1.10 -2.04
O 4.65 0.53 -4.14
H 5.03 1.10 -7.46
H 3.56 1.74 -6.69
H 3.88 0.13 -6.53
H 6.16 0.72 -5.48
H 4.65 3.42 -5.33
H 6.31 3.05 -4.79
C 3.56 2.65 0.71
C 4.21 1.61 1.62
C 5.57 2.03 2.19
O 5.52 1.43 3.48
C 4.24 1.14 3.79
O 3.95 0.64 4.84
O 3.38 1.40 2.77
H 2.55 2.44 0.39
H 4.33 2.84 -0.04
H 3.45 3.57 1.30
H 4.37 0.68 1.07
H 5.81 3.10 2.11
H 6.44 1.64 1.66
C -1.18 3.19 5.57
C 0.29 3.05 5.14
C 0.49 2.31 3.77
O 1.20 3.27 2.97
C 1.38 4.37 3.66
O 2.07 5.28 3.26
O 0.75 4.37 4.82
H -1.84 3.67 4.85
H -1.18 3.83 6.45
H -1.67 2.23 5.74
H 0.85 2.57 5.93
H -0.40 2.04 3.20
H 1.06 1.39 3.86
C -3.99 -4.54 -4.94
C -2.79 -3.63 -5.17
C -3.15 -2.15 -4.91
O -2.20 -1.81 -3.89
C -1.31 -2.78 -3.71
O -0.33 -2.63 -3.04
O -1.65 -3.91 -4.38
H -3.75 -5.55 -5.27
H -4.85 -4.07 -5.41
H -4.30 -4.54 -3.89
H -2.48 -3.77 -6.21
H -4.21 -2.13 -4.68
H -2.94 -1.60 -5.83
C -5.18 1.99 1.57
C -6.32 2.54 2.41
C -6.47 4.04 2.23
O -7.82 4.23 1.83
C -8.46 3.04 1.77
O -9.62 2.90 1.57
O -7.60 2.03 2.03
H -4.18 2.25 1.91
H -5.36 2.30 0.54
H -5.13 0.90 1.58
H -6.25 2.23 3.46
H -5.83 4.32 1.38
H -6.20 4.81 2.95
C 0.47 2.38 -4.98
C -0.06 0.97 -5.22
C -0.10 0.55 -6.68
O 0.32 -0.80 -6.69
C 1.05 -1.03 -5.58
O 1.74 -1.98 -5.39
O 0.86 -0.02 -4.72
H -0.22 3.02 -5.54
H 1.49 2.42 -5.37
H 0.42 2.74 -3.96
H -0.97 0.67 -4.70
H 0.61 1.23 -7.19
H -0.98 0.83 -7.26

---

Most stable: arrangement ii

---

Arrangement i

16
Properties=species:S:1:pos:R:3 method="wB97M-V/def2-TZVPD" gap_ev="7.2 / 9.5" e_lumo_ev="-0.27 / 0.63" total_charge=0 e_homo_ev="-7.426 / -8.895"
C -1.74 -0.85 1.12
C -1.30 -0.38 -0.17
C -1.25 0.68 -1.07
C 2.17 0.66 0.21
C 1.51 -0.64 0.10
O -1.96 -1.56 -0.07
F 1.55 1.43 1.08
F 1.97 1.32 -1.05
F 1.89 -1.42 -0.93
F 1.53 -1.36 1.21
H -1.00 -1.42 1.76
H -2.59 -0.25 1.68
H -0.92 1.64 -0.75
H -2.33 0.87 -1.38
H -0.79 0.49 -1.93
H 3.26 0.80 0.20

---

Arrangement ii

16
Properties=species:S:1:pos:R:3 method="wB97M-V/def2-TZVPD" gap_ev="7.5 / 9.4" e_lumo_ev="-0.51 / 0.28" total_charge=0 e_homo_ev="-8.040 / -9.097"
C -1.78 -1.49 0.47
C -1.27 -0.33 -0.24
C -1.49 1.15 -0.12
C 2.32 0.70 -0.29
C 1.45 -0.47 0.02
O -1.71 -1.35 -1.00
F 1.99 1.74 0.53
F 2.08 1.18 -1.53
F 1.91 -1.58 -0.70
F 1.48 -0.81 1.36
H -1.06 -2.17 0.81
H -2.85 -1.58 0.86
H -0.71 1.36 0.65
H -2.45 1.31 0.27
H -1.26 1.78 -1.01
H 3.37 0.55 -0.07

---

Most stable: arrangement ii